(1)
The following is a DFT calculation (ωB97M-V/def2-TZVPD) of C22H60CaF6N11O13P3S2 as an isolated structure in a non-equilibrium geometry.

The calculation puts the HOMO energy at -7.7949 eV. Its spin multiplicity is 1. The frontier orbital gap comes out at 7.65 eV. The LUMO energy is -0.14 eV. Its charge is 0.

Each line ends with the Löwdin charge.
Atoms and positions in Å:
Ca 0.22 0.34 -0.65  1.398
C -1.03 0.03 -5.50  -0.569
F -1.66 -1.10 -5.29  0.136
F 0.32 -0.22 -5.81  0.069
F -1.61 0.77 -6.48  0.123
S -1.21 1.01 -3.83  0.554
O -0.54 0.28 -2.75  -0.489
O -0.62 2.35 -4.14  -0.327
O -2.64 1.09 -3.52  -0.330
C 4.19 -2.41 0.59  -0.671
F 3.67 -2.81 1.71  0.135
F 5.55 -2.44 0.68  0.113
F 3.82 -3.32 -0.25  0.162
S 3.60 -0.57 0.23  0.547
O 2.12 -0.70 0.04  -0.483
O 4.07 0.32 1.27  -0.307
O 4.22 -0.22 -1.06  -0.335
C 3.48 0.86 -4.20  0.065
N 2.60 1.62 -3.25  -0.366
O 1.94 1.08 -2.37  -0.036
O 2.61 2.84 -3.45  0.057
H 3.00 1.08 -5.15  0.103
H 3.43 -0.20 -3.95  0.078
H 4.51 1.20 -4.10  0.107
C -4.24 1.33 -0.45  0.053
N -3.02 2.08 -0.77  -0.377
O -1.94 1.51 -0.53  -0.062
O -3.18 3.26 -1.12  0.087
H -5.08 1.85 -0.91  0.106
H -4.29 1.44 0.63  0.105
H -4.14 0.35 -0.91  0.087
O 0.75 2.48 0.13  -0.349
P 1.01 3.80 0.72  0.644
N 2.69 3.97 1.19  -0.276
C 3.69 3.18 0.50  -0.119
C 3.25 5.05 1.98  -0.130
N 0.20 4.14 2.19  -0.278
C -1.24 4.46 2.03  -0.090
C 0.52 3.19 3.26  -0.114
N 0.71 5.15 -0.25  -0.318
C 0.07 5.04 -1.52  -0.087
C 1.05 6.47 0.23  -0.118
H 3.24 2.64 -0.34  0.062
H 4.35 2.58 1.13  0.072
H 4.37 3.80 -0.09  0.081
H 4.25 4.82 2.33  0.088
H 2.55 5.36 2.76  0.070
H 3.33 5.93 1.34  0.053
H -1.38 5.25 1.29  0.072
H -1.90 3.66 1.69  0.061
H -1.55 4.97 2.94  0.086
H -0.17 3.36 4.09  0.074
H 0.37 2.16 2.94  0.056
H 1.49 3.35 3.73  0.079
H 0.76 4.56 -2.21  0.073
H -0.82 4.40 -1.45  0.067
H -0.09 6.05 -1.89  0.086
H 2.06 6.70 -0.10  0.080
H 0.83 6.41 1.30  0.072
H 0.46 7.28 -0.20  0.084
O -0.66 -0.02 1.41  -0.380
P -0.83 -0.76 2.67  0.608
N -1.24 0.31 3.96  -0.288
C -1.21 -0.18 5.35  -0.129
C -2.35 1.23 3.78  -0.127
N 0.53 -1.54 3.29  -0.279
C 0.85 -2.85 2.72  -0.109
C 1.68 -0.71 3.75  -0.068
N -2.14 -1.83 2.63  -0.269
C -2.48 -2.68 3.82  -0.094
C -3.12 -1.80 1.53  -0.082
H -0.30 -0.73 5.61  0.074
H -2.09 -0.73 5.69  0.070
H -1.16 0.72 5.96  0.080
H -2.39 1.75 2.82  0.059
H -2.24 2.05 4.50  0.076
H -3.32 0.78 3.97  0.081
H 1.18 -2.68 1.70  0.065
H 1.53 -3.41 3.36  0.089
H 0.04 -3.57 2.82  0.067
H 2.37 -0.41 2.96  0.060
H 1.35 0.18 4.29  0.069
H 2.24 -1.34 4.43  0.088
H -2.63 -3.72 3.53  0.075
H -1.68 -2.62 4.55  0.063
H -3.42 -2.37 4.28  0.076
H -3.15 -0.79 1.13  0.052
H -4.09 -2.05 1.95  0.087
H -2.86 -2.47 0.71  0.054
O -0.34 -1.92 -0.82  -0.407
P -0.61 -3.11 -1.76  0.652
N -0.44 -4.62 -0.93  -0.291
C -1.51 -5.10 -0.09  -0.129
C 0.91 -5.17 -0.68  -0.081
N 0.48 -3.33 -3.06  -0.270
C 0.21 -4.30 -4.18  -0.074
C 1.80 -2.57 -3.17  -0.069
N -2.16 -3.15 -2.33  -0.255
C -3.09 -1.96 -2.32  -0.082
C -2.80 -4.30 -3.07  -0.101
H -2.47 -5.24 -0.59  0.064
H -1.70 -4.41 0.74  0.059
H -1.39 -6.11 0.31  0.085
H 1.27 -4.82 0.29  0.070
H 1.63 -4.96 -1.47  0.073
H 0.76 -6.25 -0.64  0.078
H 1.08 -4.35 -4.83  0.082
H 0.04 -5.29 -3.76  0.068
H -0.70 -4.01 -4.71  0.055
H 2.03 -2.11 -2.21  0.055
H 2.68 -3.12 -3.51  0.080
H 1.76 -1.82 -3.96  0.056
H -3.01 -1.33 -3.20  0.056
H -4.15 -2.19 -2.23  0.086
H -2.76 -1.41 -1.43  0.045
H -2.30 -5.24 -2.85  0.070
H -2.75 -4.12 -4.15  0.066
H -3.88 -4.35 -3.00  0.078



(2)
The following is a DFT calculation (ωB97M-V/def2-TZVPD) of C22H61AlF2N7O13S2 as an isolated structure in a non-equilibrium geometry.

The calculation puts the HOMO energy at -11.3575 eV. Its spin multiplicity is 1. The frontier orbital gap comes out at 1.75 eV. The LUMO energy is -9.61 eV. Its charge is +1.

Each line ends with the Löwdin charge.
Atoms and positions in Å:
Al -0.07 1.50 -6.58  0.981
N -2.58 4.66 -4.74  -0.235
S -2.80 5.34 -3.38  0.418
O -3.78 4.76 -2.51  -0.245
O -2.52 6.77 -3.14  -0.244
F -1.45 4.66 -2.85  -0.237
S -3.73 5.68 -5.47  0.581
O -3.21 6.85 -6.20  -0.266
O -5.06 5.75 -4.85  -0.267
F -4.14 4.69 -6.65  -0.212
N 0.18 -0.39 -1.25  -0.585
O -0.22 -0.07 -0.12  0.120
O 0.79 -1.48 -1.30  0.117
O -0.08 0.22 -2.30  0.089
C 2.23 -2.18 4.51  -0.041
C 1.97 -0.73 4.92  -0.427
C 2.57 -0.28 6.26  -0.203
O 2.24 -1.12 7.35  -0.179
C 0.85 -1.03 7.78  -0.056
N 2.41 0.22 3.87  0.085
H 1.71 -2.39 3.57  0.074
H 1.90 -2.98 5.18  0.082
H 3.30 -2.38 4.38  0.086
H 0.90 -0.60 5.03  0.124
H 2.28 0.74 6.51  0.120
H 3.65 -0.26 6.12  0.134
H 0.67 -1.70 8.62  0.093
H 0.13 -1.28 7.00  0.078
H 0.75 0.02 8.07  0.088
H 2.08 1.13 4.15  0.072
H 1.82 -0.05 3.09  0.072
C -6.58 0.09 -4.55  -0.049
C -5.45 -0.39 -3.60  -0.394
C -5.45 -1.98 -3.35  -0.160
O -4.25 -2.31 -2.65  -0.226
C -4.07 -3.69 -2.37  -0.084
N -4.12 0.04 -4.04  0.062
H -7.54 -0.03 -4.06  0.078
H -6.56 -0.55 -5.43  0.076
H -6.46 1.15 -4.77  0.077
H -5.68 0.06 -2.64  0.128
H -5.45 -2.48 -4.32  0.119
H -6.31 -2.40 -2.82  0.124
H -4.19 -4.21 -3.32  0.089
H -4.84 -3.97 -1.65  0.089
H -3.09 -3.91 -1.95  0.087
H -3.54 -0.27 -3.27  0.057
H -4.11 1.04 -3.89  0.071
C 2.75 5.99 -0.65  -0.054
C 2.87 4.92 0.46  -0.392
C 1.80 5.21 1.58  -0.182
O 2.01 4.45 2.79  -0.200
C 1.05 4.77 3.82  -0.084
N 2.64 3.60 -0.10  0.105
H 1.72 6.01 -0.99  0.079
H 3.40 5.75 -1.50  0.077
H 3.11 7.00 -0.44  0.083
H 3.85 5.02 0.93  0.143
H 0.83 5.09 1.09  0.122
H 1.80 6.28 1.83  0.123
H 0.79 5.83 3.75  0.086
H 1.51 4.58 4.78  0.087
H 0.19 4.12 3.67  0.084
H 1.67 3.58 -0.38  0.085
H 2.62 2.95 0.68  0.083
C -4.95 0.00 2.23  -0.053
C -4.59 1.29 2.91  -0.434
C -3.97 1.16 4.33  -0.165
O -5.04 0.73 5.18  -0.166
C -5.83 1.79 5.67  -0.095
N -3.74 2.12 2.06  0.104
H -5.81 -0.47 2.70  0.088
H -4.13 -0.71 2.35  0.087
H -5.30 0.19 1.22  0.082
H -5.55 1.80 2.96  0.131
H -3.61 2.15 4.59  0.121
H -3.13 0.46 4.32  0.127
H -5.38 2.29 6.53  0.094
H -6.85 1.48 5.91  0.095
H -6.04 2.54 4.90  0.081
H -4.20 2.36 1.19  0.090
H -3.01 1.49 1.77  0.078
C 7.21 -2.33 -3.94  -0.061
C 6.14 -2.89 -3.02  -0.424
C 6.65 -3.74 -1.84  -0.190
O 7.21 -4.99 -2.28  -0.187
C 7.56 -5.89 -1.22  -0.093
N 5.27 -1.81 -2.58  0.067
H 7.96 -3.11 -4.05  0.075
H 7.86 -1.51 -3.63  0.079
H 6.78 -2.15 -4.92  0.078
H 5.53 -3.51 -3.67  0.141
H 5.80 -3.96 -1.19  0.112
H 7.32 -3.19 -1.18  0.127
H 6.69 -6.15 -0.62  0.081
H 8.30 -5.44 -0.56  0.084
H 7.99 -6.83 -1.58  0.088
H 5.62 -1.31 -1.77  0.082
H 4.42 -2.20 -2.20  0.070
C 2.48 -6.61 -2.59  -0.086
C 1.49 -6.17 -3.67  -0.321
O 1.49 -4.78 -3.94  -0.086
H 3.43 -6.70 -3.12  0.068
H 2.29 -7.57 -2.11  0.072
H 2.55 -5.88 -1.79  0.066
H 0.53 -6.45 -3.23  0.100
H 1.65 -6.67 -4.62  0.116
H 1.25 -4.26 -3.16  0.070



(3)
The following is a DFT calculation (ωB97M-V/def2-TZVPD) of C22H62InN4Na2O11S as an isolated structure in a non-equilibrium geometry.

As for the expectation value of S²: 0.76. The calculation puts the HOMO energy (spin up / spin down) at -13.0407 / -13.0407 eV. Its spin multiplicity is 2. The frontier orbital gap (spin up / spin down) comes out at 6.15 / 3.13 eV. The LUMO energy (spin up / spin down) is -6.89 / -9.91 eV. Its charge is +2.

Each line ends with the Mulliken spin population.
Atoms and positions in Å:
In -0.51 1.28 -5.09  0.000
Na 2.11 2.99 -1.61  0.000
Na 3.21 -0.12 -4.02  0.000
S 0.65 -0.08 -1.93  -0.005
O 1.77 0.65 -1.35  0.000
O -0.53 0.72 -2.13  0.001
O 0.95 -0.51 -3.26  0.000
O 0.39 -1.27 -1.11  0.002
C 4.21 -1.81 0.21  0.000
C 4.75 -1.94 -1.19  0.000
C 5.03 -3.35 -1.64  0.000
O 6.07 -4.00 -0.92  0.000
C 7.32 -3.33 -0.90  0.000
N 3.62 -1.58 -2.02  0.000
H 3.41 -2.52 0.42  0.000
H 3.97 -0.77 0.44  0.000
H 5.05 -2.09 0.86  0.000
H 5.56 -1.25 -1.40  0.000
H 5.27 -3.33 -2.70  0.000
H 4.16 -3.99 -1.49  0.000
H 7.19 -2.39 -0.37  0.000
H 7.76 -3.05 -1.86  0.000
H 8.13 -3.89 -0.43  0.000
H 2.85 -2.24 -1.98  0.000
H 3.20 -0.83 -1.50  0.000
C -1.45 3.99 0.59  0.002
C -2.67 3.90 -0.31  -0.001
C -3.48 5.24 -0.31  -0.001
O -4.02 5.58 0.94  0.000
C -4.89 6.63 0.91  0.000
N -2.18 3.46 -1.69  0.000
H -1.69 4.20 1.63  0.001
H -0.74 4.77 0.29  0.001
H -0.88 3.07 0.50  -0.004
H -3.39 3.21 0.13  -0.002
H -4.33 5.00 -0.95  0.000
H -2.87 6.00 -0.80  0.000
H -5.75 6.24 0.36  0.000
H -4.49 7.61 0.65  0.000
H -5.33 6.82 1.89  0.000
H -1.62 4.22 -2.06  0.000
H -1.56 2.68 -1.50  -0.001
C 0.86 1.21 3.69  0.003
C 1.06 1.66 2.25  -0.009
C 1.88 2.97 2.15  0.001
O 2.04 3.48 0.77  0.000
C 2.30 4.91 0.74  0.000
N 1.81 0.64 1.56  0.002
H 1.80 0.97 4.20  0.000
H 0.30 0.28 3.65  -0.002
H 0.25 1.95 4.20  0.000
H 0.03 1.65 1.89  0.008
H 2.81 2.71 2.65  0.000
H 1.38 3.78 2.68  0.000
H 2.61 5.33 -0.22  0.000
H 3.01 5.19 1.51  0.000
H 1.37 5.40 1.04  0.000
H 1.91 0.91 0.59  0.001
H 1.10 -0.02 1.31  -0.002
C -4.35 -1.39 0.57  0.001
C -3.53 -0.17 0.23  0.070
C -2.89 0.54 1.50  0.150
O -3.91 0.92 2.40  0.275
C -3.66 2.09 3.15  0.000
N -2.53 -0.54 -0.81  0.389
H -5.27 -1.18 1.13  -0.001
H -3.76 -2.03 1.23  0.006
H -4.54 -2.01 -0.30  0.002
H -4.11 0.65 -0.20  0.023
H -2.30 1.40 1.18  0.008
H -2.10 -0.04 1.98  0.015
H -4.37 2.15 3.98  0.006
H -3.83 2.90 2.45  0.022
H -2.67 2.13 3.62  0.004
H -1.89 -1.12 -0.29  0.013
H -1.89 0.24 -0.92  -0.018
C -2.99 -3.32 -3.06  -0.001
C -2.07 -2.41 -3.85  0.003
O -2.18 -0.95 -3.68  0.014
H -3.00 -3.02 -2.01  0.003
H -2.61 -4.34 -3.04  0.000
H -3.97 -3.17 -3.51  0.000
H -2.18 -2.61 -4.92  0.002
H -1.06 -2.69 -3.59  0.000
H -2.01 -0.75 -2.75  -0.005
C 0.96 -5.84 -0.57  0.000
C 0.63 -4.69 -1.57  0.000
O 1.46 -3.63 -1.20  0.000
H 0.45 -6.78 -0.79  0.000
H 0.55 -5.50 0.37  0.000
H 2.02 -6.10 -0.50  0.000
H -0.43 -4.44 -1.57  0.000
H 0.85 -5.07 -2.57  0.000
H 1.02 -2.78 -1.13  0.000
C -0.13 -2.82 3.28  -0.001
C 0.57 -2.65 1.97  0.000
O -0.38 -1.96 1.15  0.015
H 0.26 -3.73 3.75  0.000
H -1.21 -2.92 3.19  0.000
H 0.05 -1.93 3.88  0.001
H 0.83 -3.57 1.45  0.003
H 1.43 -2.00 2.13  0.001
H 0.00 -1.78 0.28  0.004



(4)
The following is a DFT calculation (ωB97M-V/def2-TZVPD) of C22H63AsCrF8N6O11S2 as an isolated structure in a non-equilibrium geometry.

As for the expectation value of S²: 3.78. The calculation puts the HOMO energy (spin up / spin down) at -12.4824 / -12.4911 eV. Its spin multiplicity is 4. The frontier orbital gap (spin up / spin down) comes out at 7.80 / 8.50 eV. The LUMO energy (spin up / spin down) is -4.68 / -3.99 eV. Its charge is +1.

Each line ends with the Mulliken spin population.
Atoms and positions in Å:
Cr 0.03 -0.97 0.44  2.971
As 3.45 1.23 4.95  0.000
F 4.96 0.51 4.38  0.000
F 4.30 2.28 6.17  0.000
F 1.78 1.87 5.39  0.000
F 2.54 0.33 3.66  -0.001
F 3.23 -0.15 6.10  0.000
F 3.65 2.58 3.83  0.000
N -0.84 -2.73 0.25  -0.012
S -0.82 -4.27 0.52  0.003
O -0.54 -5.14 -0.61  -0.004
O -1.62 -4.76 1.63  0.006
F 0.59 -4.21 1.18  0.000
S -2.27 -3.05 -0.78  0.017
O -3.45 -3.57 -0.11  0.005
O -2.04 -3.33 -2.16  0.003
F -2.59 -1.49 -0.81  0.008
C -1.92 1.22 -0.66  0.031
O -1.48 0.50 0.46  -0.005
H -0.98 1.52 -1.13  -0.004
H -2.42 0.68 -1.46  -0.001
H -2.41 2.15 -0.36  -0.001
H -1.96 0.88 1.20  0.020
C 1.13 1.98 0.94  0.009
O 1.26 0.74 0.26  -0.002
H 1.43 2.76 0.24  0.001
H 0.17 2.31 1.35  -0.003
H 1.91 1.95 1.70  0.001
H 1.94 0.94 -0.39  0.006
C 0.53 -1.67 4.76  0.000
C -0.18 -1.83 3.43  0.052
C -1.74 -1.82 3.44  0.010
O -2.35 -1.40 2.21  0.045
C -3.79 -1.50 2.18  0.001
N 0.29 -0.69 2.57  -0.158
H 0.13 -2.35 5.51  0.000
H 0.44 -0.64 5.11  0.000
H 1.59 -1.89 4.64  0.000
H 0.22 -2.78 3.09  -0.014
H -2.07 -1.21 4.28  -0.001
H -1.96 -2.87 3.66  -0.002
H -4.14 -1.25 1.18  -0.002
H -4.23 -0.78 2.86  0.001
H -4.20 -2.44 2.55  0.000
H -0.15 0.12 2.98  0.004
H 1.16 -0.34 2.96  0.073
C -2.10 1.43 -4.93  0.000
C -2.17 -0.12 -5.02  0.000
C -1.13 -0.73 -5.94  0.000
O -1.29 -2.16 -5.99  0.000
C -0.45 -2.76 -6.95  0.000
N -2.07 -0.68 -3.66  0.000
H -1.16 1.72 -4.46  0.000
H -2.91 1.74 -4.28  0.000
H -2.23 1.87 -5.92  0.000
H -3.19 -0.36 -5.34  0.000
H -0.12 -0.43 -5.64  0.000
H -1.17 -0.33 -6.96  0.000
H -0.88 -3.70 -7.30  0.000
H 0.40 -3.24 -6.46  0.000
H -0.09 -2.21 -7.82  0.000
H -2.89 -0.43 -3.13  0.000
H -2.08 -1.69 -3.77  0.000
C 2.46 2.52 -4.67  0.000
C 2.46 1.64 -3.44  0.000
C 3.34 2.23 -2.26  0.000
O 3.48 1.45 -1.12  -0.001
C 4.32 1.97 -0.06  0.000
N 1.06 1.56 -2.97  0.000
H 1.80 2.24 -5.49  0.000
H 3.45 2.64 -5.10  0.000
H 2.23 3.57 -4.48  0.000
H 2.79 0.64 -3.75  0.000
H 2.96 3.25 -2.22  0.000
H 4.34 2.27 -2.70  0.000
H 4.21 1.29 0.79  0.000
H 4.05 2.96 0.31  0.000
H 5.32 1.86 -0.47  0.000
H 0.83 2.51 -2.72  0.000
H 0.40 1.46 -3.72  0.000
C 1.46 -2.14 -3.46  -0.005
C 1.16 -2.12 -1.96  0.028
C 2.30 -2.12 -0.89  0.005
O 1.93 -1.79 0.49  -0.042
C 2.98 -2.17 1.40  0.001
N 0.36 -0.91 -1.69  -0.114
H 2.18 -2.93 -3.66  0.000
H 1.94 -1.20 -3.74  0.000
H 0.54 -2.19 -4.05  0.001
H 0.51 -2.97 -1.74  -0.007
H 3.13 -1.48 -1.18  0.001
H 2.60 -3.16 -0.87  0.000
H 2.87 -1.70 2.38  -0.002
H 3.96 -1.85 1.03  -0.001
H 3.13 -3.23 1.58  0.003
H 0.89 -0.16 -2.11  0.065
H -0.32 -0.81 -2.43  0.009
C -1.72 2.55 5.87  0.000
C -1.92 1.87 4.55  -0.001
C -2.88 2.63 3.56  0.000
O -3.24 1.92 2.42  0.000
C -4.17 2.54 1.54  0.000
N -0.61 1.75 4.02  0.000
H -1.10 1.94 6.51  0.000
H -2.66 2.70 6.41  0.000
H -1.38 3.58 5.76  0.000
H -2.41 0.90 4.59  0.000
H -2.35 3.51 3.21  0.000
H -3.80 2.91 4.07  0.000
H -3.89 3.53 1.20  0.000
H -5.13 2.73 2.02  0.000
H -4.48 1.95 0.67  0.000
H -0.06 1.84 4.87  0.000
H -0.35 2.67 3.69  0.000